(1)
41
Properties=species:S:1:pos:R:3:forces:R:3 method="wB97M-V/def2-TZVPD" e_lumo_ev="-2.23 / -2.92" homo_lumo_gap_ev="5.1 / 4.5" de_lowest_ev=2.5747 multiplicity=5 s2=6.13 total_charge=0
Ru -0.8362 0.0444 -1.0905 -4.488 0.217 2.138
C 0.5329 2.7824 -3.3193 -0.470 -0.352 0.270
C 0.7782 1.1068 1.6330 -0.142 -0.239 -0.533
C -1.5869 -2.5359 -0.1870 -0.402 -0.547 -1.473
H 1.1096 1.9227 -3.6522 -0.094 0.061 0.140
H 1.9779 2.6473 2.4227 0.113 0.045 0.012
O -0.5900 2.1019 -1.0042 -0.260 0.358 0.212
C -2.5022 -4.3618 -1.4517 -0.018 0.131 -0.351
H -2.9559 -5.3399 -1.5076 0.018 -0.070 -0.003
C 0.7507 1.7219 3.9585 -0.084 -0.222 -0.336
C -0.1943 0.1262 1.8599 0.584 0.746 1.318
O -1.9546 3.2723 -2.6692 -0.333 0.479 -0.103
C -2.2747 -3.6185 -2.6209 0.048 -0.083 0.422
C -2.1443 -3.8306 -0.2395 0.340 0.670 0.271
H -1.4696 -0.7648 3.3506 -0.095 -0.057 0.041
H 1.1898 1.2423 0.6368 -0.179 -0.050 0.155
H 0.2172 3.3773 -4.1627 -0.163 0.172 -0.179
Se 1.1028 -0.1456 -1.8553 5.675 -0.944 -1.977
C -1.7451 -2.3545 -2.5163 -0.080 -0.091 -0.588
C 1.2164 2.5002 5.1459 -0.189 -0.212 0.176
Se 4.9501 -1.0436 -0.6865 0.406 -0.089 0.489
C 1.2312 1.9037 2.6611 -0.144 -0.118 0.492
Sb 3.4889 -0.5427 -2.5856 0.425 1.029 -0.406
H -2.2900 -4.3601 0.6877 -0.007 -0.170 0.072
N -0.6720 -0.6228 0.7984 -1.241 -2.197 -0.982
O 1.9356 3.6120 4.9280 0.223 0.263 0.044
H -0.5779 0.5915 5.1907 0.010 0.047 0.084
H 2.0683 3.8125 3.9924 -0.161 -0.173 0.101
S -0.9654 2.2810 -2.4451 0.495 1.264 -0.928
Se 4.3535 1.4889 -3.6457 -0.198 -0.776 0.320
C -1.1152 -1.8739 0.9600 1.089 1.790 0.673
H -2.5072 -4.0103 -3.5965 -0.056 -0.084 -0.081
H -0.9973 -2.3776 1.9083 -0.164 -0.053 0.117
C -0.2067 0.7306 4.1869 0.188 0.247 0.208
H -1.5463 -1.7438 -3.3946 -0.097 -0.036 0.203
N -1.4440 -1.8003 -1.3404 -0.525 -0.868 1.114
H 1.1178 3.3772 -2.6255 0.039 0.047 0.047
O 0.9595 2.1536 6.2669 0.112 0.195 -0.142
C -0.6871 -0.0467 3.1611 0.096 0.013 -0.515
Se 3.6449 -2.3374 -4.2409 0.056 -0.408 -0.467
O -1.3622 0.9139 -2.9137 -0.326 0.069 -0.055

(2)
32
Properties=species:S:1:pos:R:3:forces:R:3 method="wB97M-V/def2-TZVPD" e_lumo_ev=-7.99 homo_lumo_gap_ev=7.5 de_lowest_ev=0.0570 total_charge=+2
C -0.1236 2.3538 -3.2725 0.518 4.245 -2.289
O 0.0381 3.3333 -3.8504 -0.577 -3.754 2.238
H 3.3028 -0.3687 1.7083 -0.092 0.078 -0.351
C 1.3628 -0.1122 3.1519 0.293 -0.079 0.721
N 1.2557 0.0000 1.7123 -0.545 0.119 -0.600
H 2.4215 -0.2339 3.3834 -0.254 0.055 0.118
O -3.7051 -0.3409 -3.0479 3.747 1.239 0.586
O -0.0196 -2.9949 -1.7918 -0.350 2.456 -0.809
Mg -0.4323 0.3504 -2.2699 0.551 -0.121 0.810
C -2.2566 0.2433 0.6028 -0.115 0.008 -0.150
H 2.4504 -1.0248 0.2934 0.162 0.024 0.140
C -0.0662 -0.4590 -4.5374 0.069 -2.642 -3.484
H 1.0242 0.8016 3.6594 0.119 -0.355 -0.082
C -1.5612 0.1362 2.9381 -0.246 -0.069 0.668
C -0.1856 -1.9221 -2.1268 0.286 -3.085 1.029
H -2.2037 -0.7337 3.1010 0.143 0.005 -0.046
H -2.1426 1.0224 3.2088 0.149 -0.003 -0.130
C 2.5165 -0.1698 0.9794 -0.220 -0.009 -0.010
O 3.1833 -0.1841 -3.0785 -3.293 0.772 0.580
O 0.0597 -1.1884 -5.4144 -0.332 2.566 2.894
H 0.8489 -1.0083 3.5201 0.152 0.274 0.067
H -2.2557 -0.6504 -0.0421 -0.072 0.061 0.230
H -3.1990 0.2645 1.1638 0.317 0.045 -0.255
C 0.0960 0.1698 1.0067 -0.191 -0.168 1.157
H -2.2014 1.1281 -0.0520 -0.097 -0.052 0.344
H 1.2162 0.2403 -0.4567 -0.720 0.178 -0.430
N 0.1992 0.2841 -0.3163 0.952 0.034 -1.203
C -2.6282 -0.0020 -2.8563 -4.112 -1.209 -0.513
N -1.1487 0.1977 1.5508 0.502 0.075 -1.061
C 2.0872 0.0671 -2.8704 3.556 -0.685 -0.378
H 2.7738 0.7334 0.4116 0.162 -0.051 0.163
H -0.7067 0.0675 3.5916 -0.464 0.046 0.046

(3)
23
Properties=species:S:1:pos:R:3:forces:R:3 method="wB97M-V/def2-TZVPD" e_lumo_ev=0.68 homo_lumo_gap_ev=9.4 de_lowest_ev=1.4907 total_charge=0 smiles=CCCNCCO.O
H 0.1474 -1.1850 1.9411 -0.349 0.110 0.485
C -0.3648 -0.7890 -0.6746 -0.283 -0.877 1.190
H 1.8157 -1.1074 2.1527 0.244 0.465 0.122
C 1.3221 0.8638 0.2157 -0.404 -0.662 -1.156
H 0.7566 -1.2483 -3.2106 -0.190 0.223 0.390
C 0.8609 0.8237 1.6532 -0.545 1.152 1.482
C 0.9087 -0.5236 2.3592 0.426 -0.542 -0.831
H 1.6278 -1.1179 -0.4187 -0.012 0.284 0.182
H 1.3528 1.5801 2.2880 0.699 -0.278 -0.449
N 1.0085 -0.3343 -0.5749 0.369 -0.255 -0.085
O -0.0463 -1.6650 -2.8784 0.028 -0.223 -0.417
H 2.3974 1.0179 0.1214 0.026 0.008 0.142
H -2.8998 2.3952 0.0022 -0.210 -0.265 0.491
O -2.8874 1.4254 0.0610 0.468 0.670 -1.170
H -1.0471 -0.3343 0.0542 0.075 0.811 -0.435
H -0.4488 -1.8157 -0.2814 0.302 -0.124 -0.515
H -2.5131 1.2389 -0.8248 -0.282 -0.360 0.673
H -0.1451 1.2480 1.7840 -0.259 -0.541 -0.564
C -0.8451 -0.7835 -2.1011 0.131 0.066 -0.423
H 0.8362 1.6483 -0.3749 0.134 0.433 0.559
H -0.8158 0.2390 -2.5038 0.012 -0.077 -0.039
H 0.8362 -0.4003 3.4343 -0.299 -0.164 0.069
H -1.8570 -1.1758 -2.2237 -0.081 0.148 0.299

(4)
90
Properties=species:S:1:pos:R:3:forces:R:3 method="wB97M-V/def2-TZVPD" e_lumo_ev=0.36 homo_lumo_gap_ev=10.1 de_lowest_ev=12.5132 total_charge=0 smiles=CC(C)O.CC(C)O.CC(C)O.CC(C)O.CC(C)O.CO.CO.CO.CO.CO
H 12.5255 41.2797 23.4267 0.829 -0.687 -3.484
C 14.4095 37.8300 28.9492 -0.255 -2.668 2.520
O 14.5809 40.2287 29.1177 -0.155 0.961 4.154
H 14.2947 40.4610 28.2942 -1.776 1.334 -3.331
O 16.0014 37.0163 25.8201 3.558 -1.745 1.964
H 11.8007 40.4709 26.8285 0.425 0.018 0.207
H 14.9982 45.4796 27.1669 2.497 1.315 -0.506
C 14.6462 43.6246 27.8553 3.539 -1.070 -11.032
O 7.9923 41.0277 21.7910 -1.856 -1.545 -0.926
C 10.9145 42.8467 28.5693 1.980 1.125 -1.595
H 13.7765 37.6083 28.1423 -0.578 0.847 -2.017
H 15.8044 43.2864 27.5139 -2.850 1.263 1.157
H 6.4730 42.0741 22.7968 2.803 0.121 0.679
C 14.6841 40.4728 25.1896 -1.650 -2.011 1.211
H 13.3768 43.8100 22.1877 -1.242 0.994 -0.270
O 14.2959 44.9387 27.3829 -2.584 -2.603 1.506
H 15.1618 41.4510 25.1571 -0.983 0.609 0.528
H 15.0317 36.8551 28.9053 -0.675 1.517 0.744
O 16.4524 38.6221 19.9159 -3.561 -3.121 0.293
H 11.4909 45.2757 24.7573 -2.270 -0.105 -0.123
H 7.2049 40.4573 21.4960 1.815 1.236 0.701
H 15.6463 39.1479 27.9511 0.773 -0.486 -0.790
H 16.8675 38.2145 30.2321 4.046 -5.883 -0.554
C 13.0621 40.3366 25.3576 0.194 0.237 -1.071
H 11.1310 37.5359 27.4664 -0.871 -1.053 0.239
H 11.5979 43.1886 26.5716 -1.103 0.780 0.860
C 7.6265 41.7501 22.9513 0.463 0.474 0.688
H 12.4048 44.8518 27.7259 2.314 0.311 0.158
C 12.4681 44.4358 21.8678 3.081 1.950 2.710
H 9.2656 44.5900 25.8753 1.053 -1.476 2.157
H 8.5818 40.1002 24.1514 -0.208 1.739 0.156
H 14.4647 35.5120 25.5211 0.852 0.728 0.531
H 11.4358 41.5366 24.6131 -2.063 0.135 0.612
H 14.5166 43.3837 28.7557 -1.140 -0.967 7.598
H 15.8905 37.6638 19.8037 2.587 4.213 0.502
H 13.1017 47.4131 22.6088 -0.133 3.020 0.543
C 16.5160 39.0618 29.9357 -2.897 5.080 -2.800
H 9.5810 39.5718 27.4797 -5.322 2.094 1.645
H 8.7372 44.3943 27.5796 1.121 -0.571 -0.139
H 15.7365 39.7970 21.4502 0.507 0.940 2.051
H 16.6347 36.2189 25.7544 -1.540 2.061 0.271
H 12.4195 46.6376 24.5563 0.839 5.099 2.201
H 9.3642 37.4113 26.8471 0.663 0.489 0.082
H 12.9497 45.0694 24.6242 4.435 -2.547 1.645
C 7.7258 40.8542 24.1973 -0.525 -2.722 -0.180
H 15.5883 43.1326 23.0509 -3.898 0.356 -0.176
H 11.9180 42.8378 28.8397 1.878 -0.140 1.371
H 14.9478 40.1189 24.1664 0.118 -0.817 1.074
H 13.5688 37.7652 29.7446 1.939 0.212 -0.342
H 17.1246 39.9840 30.0990 -0.450 -0.982 -0.815
C 10.9442 43.7136 27.3589 -1.942 0.813 -1.742
H 14.4060 39.0019 20.4796 2.007 2.230 -0.036
C 15.4319 39.6288 20.4816 -0.775 -3.741 -4.160
C 8.7469 42.8507 23.1446 -1.179 -0.257 -3.898
H 12.9750 42.2670 24.7802 -0.161 0.575 -0.476
C 16.5840 43.0968 23.0942 5.498 1.960 -1.529
C 10.3302 37.9580 26.8350 2.492 -2.589 -1.000
H 14.7114 36.8767 24.4733 -1.263 -0.064 -0.616
H 13.8570 37.1050 26.0172 1.456 -0.058 0.034
H 6.9655 40.0867 24.0194 -0.644 0.049 0.395
O 17.1646 44.1099 23.9129 -5.470 -5.623 5.303
H 11.4704 46.3328 22.4798 -0.573 -0.046 -0.938
C 9.4544 43.9101 26.8609 -1.209 0.385 -2.582
H 12.6375 44.7586 20.8852 -0.050 0.041 -1.612
H 15.5388 40.4477 19.7158 -0.771 -0.508 1.370
H 16.9574 42.1540 23.3411 0.283 -1.672 1.142
O 13.4838 46.6266 22.3337 0.147 -2.499 -0.498
C 12.3068 45.7188 24.2652 -2.160 -2.728 -4.606
H 8.9692 42.9033 26.5507 0.950 1.386 0.678
H 16.0284 38.9163 30.8002 -2.922 1.352 4.143
C 12.3742 45.7855 22.6963 0.028 -1.847 0.958
O 10.3546 39.2526 27.2245 4.270 1.016 -1.249
O 11.4965 45.0219 27.6388 -2.584 -1.034 -0.331
H 8.6488 43.1374 24.0974 -0.150 1.244 3.770
H 10.8862 37.8576 25.8575 -1.301 0.110 0.247
C 15.2710 39.0720 28.9534 2.783 -1.233 -0.863
H 9.8507 42.5764 22.9967 -1.948 -0.041 -0.320
H 17.6657 44.6699 23.5144 4.646 5.131 -4.389
H 8.3811 43.7258 22.5517 1.095 -0.494 0.077
C 12.4463 41.3862 24.4243 1.321 0.338 3.468
H 10.3041 43.0480 29.3449 -1.967 1.942 2.590
H 17.1055 43.2466 22.1303 -1.084 -0.157 -0.321
O 12.7296 40.7378 26.6858 0.114 -0.369 -0.014
C 14.7410 36.6049 25.5236 -3.078 -0.887 -2.236
H 11.6155 43.8857 22.0192 -2.093 -1.383 0.033
H 15.0587 39.9507 26.1542 0.144 0.292 -2.247
H 14.0725 42.8100 27.2031 0.710 1.858 1.312
H 12.5210 39.2939 25.1738 1.945 1.622 0.144
H 10.6938 41.8671 28.4491 -0.656 -3.354 -1.466
H 7.5443 41.2307 25.2360 0.365 0.180 -1.145

(5)
11
Properties=species:S:1:pos:R:3:forces:R:3 method="wB97M-V/def2-TZVPD" e_lumo_ev=0.23 homo_lumo_gap_ev=8.6 de_lowest_ev=2.3386 total_charge=0
H -2.3468 -1.2089 -0.6479 0.168 0.025 0.068
H 1.8010 -1.3085 0.4689 -0.067 -0.071 -0.057
C 0.9827 -0.6319 0.2385 0.068 0.124 0.079
C -0.2738 -1.1986 -0.2522 -0.149 0.124 -0.017
O -0.2866 2.9731 -0.2004 0.197 -0.819 -0.014
H -1.7336 0.2553 0.2905 -0.009 -0.181 -0.005
H -0.1566 -2.1847 -0.7040 0.004 0.224 0.038
C 1.4002 0.6202 0.4298 1.152 -0.045 0.478
C -1.5074 -0.6864 -0.1991 0.105 -0.027 0.032
C -0.0155 1.8761 -0.1755 -1.256 1.493 -0.577
O 2.1364 1.4943 0.7515 -0.212 -0.846 -0.025

(6)
42
Properties=species:S:1:pos:R:3:forces:R:3 method="wB97M-V/def2-TZVPD" e_lumo_ev="-3.56 / -5.42" homo_lumo_gap_ev="9.2 / 7.3" multiplicity=2 s2=0.76 total_charge=+1
O -1.7982 1.4724 -2.1141 1.480 -0.313 0.431
C 2.2610 -0.9573 3.2895 0.690 -1.477 -1.145
S 0.4349 3.2508 1.6470 0.933 2.355 1.351
H -4.1340 1.3552 -2.7753 0.675 -0.977 -0.255
H 1.0017 -2.9022 1.6748 0.224 -0.025 -0.155
O 0.6652 2.7600 2.9953 -0.026 -0.897 1.148
H 1.5992 -1.9548 0.2802 0.436 0.100 0.416
C 1.5747 -0.2915 2.0800 -0.495 1.572 1.502
H -1.8866 1.0188 -4.1646 0.506 -0.251 0.394
H 2.9960 -0.3484 3.8160 -0.129 0.798 -0.537
C -1.4501 -2.2251 -2.0781 0.203 -0.135 -0.592
C -0.2713 -2.7576 -0.0467 -0.173 0.188 2.249
C -2.0456 1.8619 -3.4923 -1.658 -0.133 -0.487
N 0.2978 -0.8987 1.5147 2.389 -0.144 0.340
H -0.1511 2.8701 -4.0372 0.010 -0.399 0.428
C 0.7420 -2.1575 0.9224 -0.835 -0.548 -1.282
H -1.4074 -1.4787 -2.8713 -0.319 0.223 0.189
H 4.5019 -3.3764 3.5590 0.212 0.345 -0.343
Ca -0.4807 0.4845 -0.3993 0.168 0.441 0.202
H 2.3303 -0.0393 1.3361 -0.250 -0.359 -0.385
H -4.1184 2.0987 -4.3396 0.407 -0.168 -0.281
O -0.4865 4.3517 1.7915 -0.803 0.195 -0.396
O 1.6987 3.6559 1.1218 2.107 1.168 -0.450
C 3.8193 -2.6156 3.9377 -0.283 -1.509 -0.432
H 3.2084 -3.2088 4.6182 -0.406 0.302 0.285
H -0.2060 -1.0986 2.3669 -0.655 -0.082 0.009
C -1.2221 3.0516 -3.9465 0.319 1.044 -0.237
H -3.8628 2.9520 -2.9083 0.562 0.707 -0.011
C -3.5583 2.0318 -3.4069 -1.564 1.407 -0.660
H 0.2430 -3.6626 -0.3703 -0.281 0.239 -1.443
H -1.4416 3.4805 -4.9243 -0.640 -0.833 -0.413
H -2.4739 -2.4587 -1.7862 0.044 -0.070 -0.141
H -1.1098 -3.1156 0.5507 -0.506 0.069 -0.281
O -0.7206 -1.7230 -0.9587 0.820 -1.158 0.071
O 3.0277 -2.1373 2.8334 -0.374 1.281 1.516
H -1.3489 3.9745 -3.3806 -0.080 -0.329 0.830
O -0.0067 2.2121 0.7540 -2.377 -2.785 -1.818
H -0.9335 -3.0847 -2.5051 -0.169 -0.221 0.241
H 4.3863 -1.8962 4.5285 -0.159 0.504 -0.408
H -2.4218 2.0387 -1.6538 -0.028 0.228 0.493
H 1.5509 -1.1907 4.0829 -0.407 -0.526 -0.069
H 1.1969 0.6581 2.4590 0.432 0.176 0.123